A cluster of 2 separate species, C35H34F2NO3S in total in a non-equilibrium geometry. Source: the Open Molecules 2025 dataset; level of theory: ωB97M-V with the def2-TZVPD basis set.

```
76
C35H34F2NO3S | the Open Molecules 2025 dataset | ωB97M-V with the def2-TZVPD basis set
C -4.75 -1.46 3.58
C -4.09 -1.95 2.29
C -3.65 -3.40 2.52
C -5.15 -1.93 1.18
C -2.88 -1.06 1.89
C -1.71 -1.59 1.41
C -0.57 -0.79 1.08
C 0.67 -1.35 0.63
C 1.92 -1.16 1.27
C 2.10 -0.23 2.35
C 3.33 -0.15 2.97
F 3.46 0.71 4.04
C 4.46 -0.88 2.59
C 4.26 -1.81 1.57
F 5.32 -2.60 1.19
C 3.05 -1.96 0.90
C -0.68 0.62 1.22
C -1.82 1.24 1.65
C -1.91 2.78 1.70
C -2.73 3.27 0.49
C -0.51 3.42 1.62
C -2.58 3.27 2.99
C -3.02 0.41 1.90
O -4.15 0.94 2.04
H -5.12 -0.44 3.44
H -5.60 -2.11 3.82
H -4.04 -1.48 4.41
H -3.27 -3.85 1.60
H -2.88 -3.44 3.30
H -4.50 -4.00 2.86
H -4.74 -2.33 0.25
H -6.01 -2.54 1.48
H -5.48 -0.90 1.02
H -1.59 -2.67 1.33
H 0.63 -2.12 -0.14
H 1.27 0.38 2.70
H 5.44 -0.75 3.05
H 2.95 -2.65 0.06
H 0.20 1.20 0.95
H -3.73 2.81 0.53
H -2.82 4.36 0.50
H -2.23 2.96 -0.44
H 0.14 3.02 2.40
H -0.05 3.25 0.64
H -0.59 4.51 1.75
H -1.98 2.96 3.85
H -2.63 4.37 2.97
H -3.58 2.86 3.07
C 6.19 2.11 -1.57
C 5.80 2.09 -2.91
C 4.90 1.12 -3.36
C 4.36 0.21 -2.45
S 3.20 -1.06 -3.00
C 1.66 -0.54 -2.45
C 0.53 -0.68 -3.27
C -0.57 0.21 -3.10
C -1.58 0.29 -4.05
C -1.56 -0.55 -5.17
C -2.55 -0.43 -6.20
N -3.34 -0.33 -7.06
C -0.54 -1.52 -5.30
C 0.45 -1.62 -4.35
O 3.34 -1.03 -4.43
O 3.60 -2.26 -2.28
C 4.77 0.21 -1.13
C 5.68 1.16 -0.67
H 6.90 2.86 -1.21
H 6.20 2.82 -3.62
H 4.61 1.07 -4.41
H 1.70 0.17 -1.62
H -0.54 0.87 -2.23
H -2.37 1.03 -3.94
H -0.56 -2.16 -6.19
H 1.19 -2.41 -4.45
H 4.37 -0.55 -0.46
H 5.99 1.14 0.37
```

The net charge is -1. The LUMO energy is 0.071 eV. As for the spin multiplicity: 1. The energy above the lowest of the compared OMol25 structures with the same formula, charge and spin is 140.9 kJ/mol.

***

A cluster of 2 separate species, C2H2IN3 in total in a non-equilibrium geometry. Source: the Open Molecules 2025 dataset; level of theory: ωB97M-V with the def2-TZVPD basis set.

```
8
C2H2IN3 | the Open Molecules 2025 dataset | ωB97M-V with the def2-TZVPD basis set
I 2.39 -1.16 -0.12
C 0.54 -0.61 0.30
N -0.26 0.02 1.08
C -0.95 -0.95 0.17
H -1.42 -0.33 -0.60
H -1.39 -1.91 0.46
N 0.33 2.02 -0.42
N 0.76 2.93 -0.86
```

Its structure (SMILES) is IC1=NC1.N#N. The LUMO energy is 0.248 eV. As for the spin multiplicity: 1. The energy above the lowest of the compared OMol25 structures with the same formula, charge and spin is 146.2 kJ/mol.

***

A cluster of 2 separate species, C2H5N3O2 in total in a non-equilibrium geometry. Source: the Open Molecules 2025 dataset; level of theory: ωB97M-V with the def2-TZVPD basis set.

```
12
C2H5N3O2 | the Open Molecules 2025 dataset | ωB97M-V with the def2-TZVPD basis set
N -1.21 -1.02 1.38
C -0.78 0.10 0.69
N -0.01 0.09 -0.33
N 0.47 -1.16 -0.77
H -2.14 -1.14 1.76
H -0.60 -1.82 1.16
H -1.12 1.12 0.95
H 0.96 -1.10 -1.71
H 0.05 -1.96 -0.47
O 1.98 1.94 0.08
C 1.46 2.33 -0.87
O 0.95 2.61 -1.87
```

Its structure (SMILES) is N/C=N\N.O=C=O. The LUMO energy is 0.804 eV. As for the spin multiplicity: 1. The energy above the lowest of the compared OMol25 structures with the same formula, charge and spin is 214.7 kJ/mol.

***

A structure of composition C25H45N9O2PS2Yb. Source: the Open Molecules 2025 dataset; level of theory: ωB97M-V with the def2-TZVPD basis set.

```
85
C25H45N9O2PS2Yb | the Open Molecules 2025 dataset | ωB97M-V with the def2-TZVPD basis set
Yb 0.57 0.55 0.84
C 2.96 -1.71 3.26
C 1.60 -1.48 3.91
N 0.61 -0.73 3.11
C -0.75 -1.11 3.55
C -1.84 -0.28 2.90
N -1.76 -0.19 1.43
C -2.39 -1.33 0.73
C -1.48 -2.53 0.45
C -0.57 -2.38 -0.76
N 0.67 -1.63 -0.49
C 1.71 -2.46 0.14
C 3.01 -1.67 0.23
N 2.86 -0.47 1.08
C 3.52 -0.59 2.40
H 2.93 -2.63 2.66
H 3.68 -1.90 4.06
H 1.74 -0.97 4.87
H 1.17 -2.45 4.15
H 0.73 0.25 3.34
H -0.87 -0.99 4.64
H -0.89 -2.17 3.34
H -1.78 0.74 3.29
H -2.81 -0.69 3.21
H -2.30 0.63 1.19
H -2.78 -0.97 -0.22
H -3.26 -1.67 1.31
H -2.13 -3.39 0.28
H -0.88 -2.77 1.34
H -1.11 -1.85 -1.55
H -0.33 -3.37 -1.15
H 1.04 -1.36 -1.40
H 1.88 -3.38 -0.42
H 1.38 -2.73 1.15
H 3.30 -1.36 -0.78
H 3.81 -2.32 0.59
H 3.32 0.31 0.62
H 3.42 0.38 2.90
H 4.59 -0.76 2.26
C 2.19 5.43 4.48
C 1.48 5.57 3.15
O 2.07 4.63 2.22
P 1.18 3.64 1.37
S 2.41 2.60 0.23
S -0.06 2.58 2.54
O 0.31 4.68 0.53
C -0.81 4.29 -0.27
C -2.07 4.92 0.29
H 1.81 6.18 5.18
H 3.26 5.58 4.36
H 2.01 4.44 4.90
H 1.62 6.56 2.73
H 0.41 5.38 3.25
H -0.90 3.21 -0.29
H -0.61 4.63 -1.28
H -2.26 4.56 1.30
H -2.93 4.67 -0.35
H -1.97 6.01 0.32
C -2.51 1.13 -1.95
C -1.10 0.88 -2.35
N -0.06 1.05 -1.56
C 1.07 0.83 -2.34
C 0.69 0.50 -3.60
N -0.69 0.53 -3.60
C -1.52 0.02 -4.69
N -2.04 -1.28 -4.38
N -3.32 -1.42 -3.93
N -3.53 -2.65 -3.66
C -2.36 -3.36 -3.91
C -2.08 -4.72 -3.76
C -0.81 -5.14 -4.08
C 0.16 -4.24 -4.55
C -0.10 -2.89 -4.71
C -1.40 -2.48 -4.38
H -2.55 1.32 -0.88
H -3.18 0.32 -2.21
H -2.88 2.03 -2.46
H 2.06 0.95 -1.94
H 1.27 0.27 -4.49
H -0.87 -0.06 -5.56
H -2.34 0.68 -4.91
H -2.85 -5.41 -3.40
H -0.55 -6.19 -3.99
H 1.15 -4.61 -4.80
H 0.65 -2.21 -5.07
```

The net charge is +1. The LUMO energy is -2.089 eV. As for the spin multiplicity: 1. The energy above the lowest of the compared OMol25 structures with the same formula, charge and spin is 10.8 kJ/mol.

***

A structure of composition C32H43CaI2N3O3PSb2Te. Source: the Open Molecules 2025 dataset; level of theory: ωB97M-V with the def2-TZVPD basis set.

```
88
C32H43CaI2N3O3PSb2Te | the Open Molecules 2025 dataset | ωB97M-V with the def2-TZVPD basis set
Ca -0.27 1.24 -0.42
C -2.31 0.94 3.87
C -3.24 -0.07 3.64
C -3.17 -0.79 2.46
C -2.19 -0.47 1.53
N -1.29 0.50 1.75
C -1.36 1.18 2.90
C -2.05 -1.22 0.23
C -3.00 -2.12 -0.23
C -2.75 -2.78 -1.42
C -1.58 -2.52 -2.13
C -0.70 -1.57 -1.63
N -0.95 -0.96 -0.47
C 0.54 -1.12 -2.35
C 0.93 -1.70 -3.55
C 2.04 -1.21 -4.20
C 2.74 -0.15 -3.65
C 2.29 0.35 -2.44
N 1.23 -0.12 -1.79
H -2.32 1.52 4.78
H -4.00 -0.29 4.37
H -3.87 -1.59 2.27
H -0.60 1.94 3.04
H -3.92 -2.30 0.31
H -3.47 -3.49 -1.81
H -1.39 -3.04 -3.05
H 0.38 -2.53 -3.97
H 2.36 -1.65 -5.14
H 3.61 0.27 -4.12
H 2.83 1.16 -1.96
I -2.52 3.35 0.14
C -1.08 4.41 1.30
I 0.95 3.83 0.91
H -1.22 4.26 2.36
H -1.11 5.46 1.04
C 2.01 -5.18 -0.33
Sb 2.48 -3.13 0.03
C 3.52 -2.85 -1.82
C 4.26 -3.55 1.18
C 5.16 -2.37 1.36
C 6.25 -2.22 0.49
C 7.14 -1.18 0.62
C 6.98 -0.26 1.64
C 5.91 -0.39 2.51
C 4.98 -1.42 2.37
C 3.82 -1.47 3.31
Sb 2.24 -0.08 2.82
C 3.27 1.66 3.53
C 1.24 -0.47 4.68
H 2.85 -5.67 -0.84
H 1.12 -5.27 -0.94
H 1.83 -5.69 0.62
H 4.37 -3.53 -1.85
H 3.88 -1.83 -1.93
H 2.85 -3.08 -2.65
H 4.78 -4.34 0.63
H 3.94 -3.99 2.13
H 6.40 -2.97 -0.28
H 7.98 -1.10 -0.07
H 7.69 0.55 1.77
H 5.80 0.32 3.32
H 4.10 -1.19 4.33
H 3.36 -2.46 3.37
H 3.66 1.48 4.53
H 2.59 2.51 3.56
H 4.09 1.90 2.86
H 1.90 -0.17 5.49
H 1.03 -1.53 4.76
H 0.30 0.07 4.77
C -2.58 -0.06 -6.32
C -1.91 0.23 -5.00
O -2.15 1.62 -4.69
P -2.15 2.11 -3.18
O -0.90 1.58 -2.48
Te -4.13 1.54 -2.03
O -2.10 3.67 -3.36
C -0.89 4.37 -3.74
C -1.11 5.05 -5.08
H -2.33 -1.07 -6.65
H -2.24 0.64 -7.09
H -3.66 0.01 -6.23
H -0.83 0.08 -5.04
H -2.33 -0.39 -4.20
H -0.06 3.67 -3.78
H -0.70 5.09 -2.95
H -1.33 4.31 -5.85
H -0.22 5.60 -5.37
H -1.95 5.75 -5.02
```

The net charge is +1. The LUMO energy is -3.102 eV. As for the spin multiplicity: 1. The energy above the lowest of the compared OMol25 structures with the same formula, charge and spin is 121.0 kJ/mol.

***

A structure of composition C36H52Br40ClFI2N3O7P3 in a non-equilibrium geometry. Source: the Open Molecules 2025 dataset; level of theory: ωB97M-V with the def2-TZVPD basis set.

```
145
C36H52Br40ClFI2N3O7P3 | the Open Molecules 2025 dataset | ωB97M-V with the def2-TZVPD basis set
C -3.41 2.28 3.28
C -2.70 2.85 1.95
P -2.99 1.97 0.36
C -4.73 2.04 -0.33
C -5.69 2.85 0.71
C -2.19 0.22 0.22
N -2.87 -0.75 1.04
C -4.19 -0.62 1.59
P -4.47 -1.42 3.32
O -5.51 -0.60 4.10
O -5.12 -2.96 3.22
O -3.08 -1.34 4.28
C -2.35 -2.09 1.30
C -3.22 -3.21 0.73
C -2.76 -4.64 0.97
C -1.49 -4.67 1.77
C -0.75 -3.49 2.31
N -1.21 -2.22 2.06
P -0.49 0.68 1.05
O 0.07 2.20 0.51
O -0.61 0.64 2.74
C -1.95 -0.18 -1.38
C -1.64 1.10 -2.26
N -2.77 1.91 -2.78
C -2.22 2.60 -4.02
C -0.70 -1.19 -1.49
C 0.66 -0.82 -2.15
C 1.53 0.39 -1.64
F 0.71 -0.76 -3.60
O -3.12 -0.92 -1.65
C -3.63 -1.36 -2.85
Br -3.61 -3.40 -2.81
C -3.11 -1.02 -4.27
C -1.84 -1.70 -4.89
O -1.16 -2.63 -4.56
Cl -1.33 -0.94 -6.51
C -5.23 -1.00 -2.79
I -5.81 0.79 -3.90
C -6.25 -2.14 -3.18
C -6.33 -2.59 -4.69
I -8.24 -1.14 -2.90
H -4.52 2.53 3.28
H -3.20 1.19 3.45
H -2.98 2.86 4.16
H -1.62 3.03 2.26
H -3.12 3.92 1.84
H -4.87 2.56 -1.32
H -5.17 1.01 -0.38
H -5.20 3.76 1.15
H -6.09 2.12 1.47
H -6.58 3.24 0.10
H -4.97 -1.16 0.94
H -4.66 0.38 1.78
H -5.78 -3.01 3.94
H -3.18 -0.57 4.88
H -4.17 -2.97 0.16
H -3.32 -5.54 0.59
H -1.07 -5.71 2.01
H 0.18 -3.67 2.92
H 0.54 2.60 1.28
H 0.24 0.36 3.13
H -0.91 1.84 -1.80
H -1.15 0.75 -3.24
H -2.94 2.75 -2.21
H -1.10 2.81 -3.92
H -2.50 2.08 -4.98
H -2.69 3.64 -4.08
H -0.40 -1.66 -0.50
H -1.10 -2.09 -2.07
H 1.34 -1.73 -1.94
H 1.15 1.42 -1.92
H 2.53 0.29 -2.19
H 1.81 0.30 -0.55
H -2.97 0.09 -4.49
H -3.94 -1.30 -5.01
H -5.47 -0.74 -1.71
H -6.37 -2.99 -2.43
H -6.11 -1.78 -5.45
H -5.58 -3.44 -4.88
H -7.34 -3.05 -4.95
C 2.35 4.82 3.67
Br 2.90 5.23 1.86
Br 1.41 6.29 4.49
Br 1.33 3.18 3.74
H 3.26 4.65 4.24
C 3.44 5.40 -2.38
Br 4.86 4.49 -3.33
Br 2.42 6.56 -3.54
Br 2.30 4.15 -1.43
H 3.92 6.03 -1.63
C -3.93 7.49 1.33
Br -3.65 6.36 -0.22
Br -5.20 8.91 0.97
Br -4.42 6.46 2.90
H -2.98 7.97 1.55
C -0.83 -7.02 -3.08
Br -1.86 -6.14 -1.70
Br -1.95 -8.02 -4.30
Br 0.32 -5.77 -4.02
H -0.18 -7.74 -2.59
C 5.92 8.19 3.35
Br 6.20 7.02 1.82
Br 4.65 9.59 2.96
Br 5.41 7.15 4.93
H 6.87 8.66 3.55
C 7.65 10.29 6.62
Br 6.64 11.93 6.81
Br 6.67 8.94 5.59
Br 9.42 10.62 5.88
H 7.79 9.88 7.62
C 0.20 4.79 8.29
Br -0.80 6.43 8.49
Br -0.78 3.47 7.26
Br 1.97 5.10 7.55
H 0.34 4.38 9.28
C 5.08 -2.99 -1.91
Br 4.05 -2.04 -0.57
Br 3.95 -4.03 -3.08
Br 6.24 -1.79 -2.90
H 5.72 -3.69 -1.38
C -0.73 -9.14 3.36
Br -0.45 -7.25 3.04
Br -2.36 -9.48 4.34
Br -0.64 -10.15 1.71
H 0.09 -9.48 3.99
C 3.22 -1.45 3.69
Br 2.64 -0.10 2.43
Br 4.93 -1.01 4.48
Br 1.87 -1.80 5.03
H 3.36 -2.37 3.13
C 10.72 -1.52 -2.79
Br 9.89 -3.15 -2.15
Br 12.40 -1.87 -3.68
Br 9.51 -0.50 -3.91
H 10.94 -0.91 -1.92
C 14.16 -2.68 -7.28
Br 15.11 -1.00 -7.43
Br 13.44 -3.26 -8.98
Br 15.26 -4.05 -6.47
H 13.32 -2.51 -6.61
C -0.97 -11.63 -2.60
Br -0.17 -10.14 -1.65
Br 0.09 -12.15 -4.14
Br -1.31 -13.13 -1.42
H -1.93 -11.29 -2.97
```

The LUMO energy is -0.883 eV. As for the spin multiplicity: 1.

***

A cluster of 2 separate species, C26H30N2O2 in total in a non-equilibrium geometry. Source: the Open Molecules 2025 dataset; level of theory: ωB97M-V with the def2-TZVPD basis set.

```
60
C26H30N2O2 | the Open Molecules 2025 dataset | ωB97M-V with the def2-TZVPD basis set
C -6.25 -0.27 -1.40
N -5.17 -0.97 -2.08
C -5.58 -2.22 -2.69
C -3.84 -0.61 -1.90
C -2.96 -1.47 -1.21
C -1.64 -1.09 -1.02
C -1.13 0.09 -1.62
C 0.27 0.42 -1.62
C 1.28 -0.53 -1.66
C 2.71 -0.23 -1.66
C 3.43 0.95 -1.67
C 4.82 0.88 -1.81
C 5.49 -0.35 -1.91
C 4.77 -1.56 -1.89
C 3.39 -1.47 -1.75
N 2.43 -2.48 -1.80
C 2.70 -3.89 -2.00
C 1.19 -1.94 -1.74
C -2.04 0.96 -2.27
C -3.37 0.63 -2.39
H -5.86 0.61 -0.88
H -7.01 0.02 -2.13
H -6.72 -0.94 -0.66
H -4.74 -2.66 -3.25
H -5.93 -2.94 -1.94
H -6.41 -2.01 -3.39
H -3.33 -2.41 -0.79
H -0.98 -1.73 -0.43
H 0.56 1.47 -1.65
H 2.88 1.89 -1.57
H 5.40 1.81 -1.84
H 6.57 -0.37 -2.00
H 5.25 -2.54 -1.96
H 3.78 -4.03 -2.00
H 2.24 -4.48 -1.19
H 2.28 -4.24 -2.95
H 0.30 -2.56 -1.79
H -1.65 1.89 -2.69
H -4.07 1.29 -2.91
C 1.00 2.24 5.50
C 0.90 2.06 3.99
C 1.18 3.39 3.28
C 1.90 0.98 3.54
C 1.80 0.62 2.05
O 2.80 0.26 1.41
C 0.48 0.71 1.49
C -0.69 1.19 2.15
O -1.80 1.30 1.60
C -0.51 1.56 3.63
H 0.79 1.29 6.00
H 2.01 2.57 5.78
H 0.27 2.98 5.84
H 1.11 3.29 2.19
H 0.46 4.15 3.61
H 2.19 3.73 3.53
H 2.92 1.33 3.75
H 1.70 0.08 4.14
H 0.37 0.36 0.47
H -0.71 0.66 4.24
H -1.25 2.33 3.90
```

The LUMO energy is -1.908 eV. As for the spin multiplicity: 1. The energy above the lowest of the compared OMol25 structures with the same formula, charge and spin is 308.0 kJ/mol.

***

An isolated molecule of C5H7N. Source: the Open Molecules 2025 dataset; level of theory: ωB97M-V with the def2-TZVPD basis set.

```
13
C5H7N | the Open Molecules 2025 dataset | ωB97M-V with the def2-TZVPD basis set
C 1.39 1.08 -0.61
N 0.26 0.28 -0.23
C -0.62 0.63 0.77
C -1.40 -0.46 1.04
C -1.01 -1.50 0.15
C 0.01 -1.00 -0.62
H 2.17 1.14 0.18
H 0.93 2.03 -0.84
H 1.87 0.61 -1.48
H -0.61 1.62 1.20
H -2.17 -0.51 1.79
H -1.41 -2.50 0.09
H 0.57 -1.44 -1.43
```

Its structure (SMILES) is Cn1cccc1. The LUMO energy is 1.047 eV. As for the spin multiplicity: 1. The energy above the lowest of the compared OMol25 structures with the same formula, charge and spin is 42.1 kJ/mol.